Here is 2 unconnected molecules or ions with the total composition C4H2BrF3N2O at a distorted geometry from the OMol25 dataset. Energies are from ωB97M-V/def2-TZVPD.

Last column: Löwdin charge in e.
CARTESIAN COORDINATES (ANGSTROEM)
Br -1.235 3.548 1.619  0.06
F 1.153 -1.771 -2.294  0.16
F 0.766 0.240 -2.738  0.11
F -0.985 -1.000 -2.358  0.13
O 1.712 0.149 2.400  0.11
N 1.367 -0.356 0.213  0.20
N 0.975 -0.017 1.432  -0.28
C -0.437 0.178 1.493  -0.06
C 0.277 -0.481 -0.515  -0.15
C -0.889 -0.138 0.282  0.00
C 0.303 -0.795 -1.960  -0.54
H -1.969 -0.015 0.068  0.14
H -1.039 0.458 2.359  0.12

Its net charge is 0. The value obtained for the orbital gap (alpha / beta) is 0.32512 / 0.21920 Ha. Its energy above the lowest of the compared OMol25 structures with the same formula, charge and spin is 0.191 eV. The multiplicity is 1. The total energy comes out at -87398.796 eV. The molecular weight is 231.0 g/mol. The largest force on an atom comes out at 0.0477 Eh/bohr.

Here is a molecular structure, C50H93Br22N4O5S at a distorted geometry from the OMol25 dataset. Energies are from ωB97M-V/def2-TZVPD.

Last column: Löwdin charge in e.
CARTESIAN COORDINATES (ANGSTROEM)
Br 4.703 -6.623 -6.173  0.64
Br 0.946 7.842 5.261  0.65
Br -3.515 2.112 -7.182  0.61
Br -0.287 -6.932 -4.338  0.59
Br 6.706 0.314 6.768  0.62
Br -0.395 -6.784 -8.027  0.59
Br 9.046 -7.087 -6.433  0.60
Br 8.396 -7.039 -2.801  0.59
Br -3.629 6.376 -4.573  0.61
Br -3.870 -6.803 5.594  0.62
Br -1.559 6.914 2.616  0.87
Br -1.520 6.952 -1.470  0.56
Br 5.024 -4.806 -2.976  0.65
Br -1.878 -0.815 -9.150  0.66
Br -2.285 -3.634 4.555  0.67
Br -1.623 2.384 -3.891  0.67
Br 0.289 -2.606 -5.750  0.64
Br -1.353 7.067 7.914  0.60
Br 3.492 0.898 5.055  0.69
Br -3.598 -4.055 -8.834  0.60
Br -2.651 -2.323 -3.413  0.73
Br -3.191 3.923 8.751  0.65
S -3.619 1.850 2.996  0.99
O -2.702 3.958 5.620  0.03
O 0.371 1.477 5.800  0.05
O 2.663 3.125 0.995  -0.03
O -3.989 0.246 -1.505  0.06
O 4.528 2.021 0.185  0.12
N -1.939 1.300 2.664  -0.38
N -1.145 2.701 4.517  0.04
N -4.693 1.912 -0.068  -0.20
N 0.397 2.218 0.999  -0.08
C -1.647 -7.593 -6.774  -0.69
C -1.565 -5.447 4.571  -0.68
C 0.410 2.383 2.486  -0.05
C 1.992 -3.537 -1.086  -0.20
C 8.500 -5.615 -5.281  -0.71
C -2.895 0.043 0.648  -0.03
C 1.761 2.103 0.466  -0.15
C 4.808 3.117 2.316  0.01
C -1.810 -6.743 -5.539  -0.69
C -0.424 1.023 0.627  -0.23
C -3.885 0.737 -0.389  -0.40
C -1.842 -1.037 -4.620  -0.71
C -2.606 -6.453 4.153  -0.70
C -0.340 -2.554 0.482  -0.07
C 2.028 -5.068 -0.751  -0.12
C -6.108 1.485 -0.377  -0.08
C 0.639 -0.612 -1.085  -0.13
C 3.194 -5.246 1.610  -0.07
C -0.994 2.386 -5.760  -0.62
C 4.468 -4.161 -4.729  -0.67
C -1.566 8.404 3.903  -0.52
C -1.930 6.337 9.646  -0.66
C 1.229 3.643 5.452  0.00
C -0.999 6.834 -3.366  -0.66
C -0.165 8.946 4.088  -0.62
C -1.350 -2.577 -9.790  -0.66
C 3.977 2.669 1.039  -0.48
C -1.774 4.837 9.722  -0.68
C -0.167 -1.982 -0.993  -0.36
C -2.047 7.481 -4.257  -0.68
C 3.904 0.867 6.959  -0.65
C -1.919 3.142 -6.705  -0.65
C 1.154 -6.823 0.899  -0.07
C 2.142 -5.634 0.513  -0.31
C 5.240 1.506 7.239  -0.69
C -1.780 3.987 4.822  -0.39
C -1.065 2.455 3.095  -0.28
C 9.192 -5.678 -3.944  -0.69
C 3.615 -5.181 -5.442  -0.69
C -1.374 5.394 4.263  -0.34
C -0.333 0.653 -0.881  -0.13
C -2.959 -0.447 4.200  -0.29
C -2.532 -3.353 -10.306  -0.68
C -4.371 3.040 -0.999  -0.09
C 0.113 2.531 5.241  -0.40
C -1.890 1.146 1.165  -0.23
C 0.626 -3.118 -1.794  -0.18
C -1.385 -1.621 -5.912  -0.72
C -2.977 -0.225 5.617  0.04
C -1.657 0.031 3.410  -0.15
H -0.740 -5.430 3.859  0.04
H -2.143 -7.417 3.941  0.06
H 1.457 -0.680 -0.315  0.10
H -2.407 -0.875 6.339  0.08
H 3.100 1.433 7.433  0.06
H -6.303 1.510 -1.491  0.10
H -0.830 4.480 9.316  0.05
H -2.209 9.158 3.449  0.07
H -4.190 2.696 -2.058  0.07
H -0.021 2.874 -5.714  0.06
H 3.894 -4.434 1.287  0.08
H -0.125 -3.664 0.561  0.08
H 0.040 1.517 -1.512  0.08
H -6.861 2.127 0.164  0.10
H -2.589 -7.661 -7.318  0.06
H -0.180 9.916 4.585  0.07
H -0.637 -2.386 -10.592  0.06
H -2.110 -2.304 -6.349  0.03
H 1.998 -5.788 -1.623  0.11
H 5.555 2.345 2.622  0.09
H 1.783 -7.752 1.083  0.08
H -2.266 4.089 -6.297  0.01
H 2.867 -5.641 -4.799  0.03
H -0.860 1.343 -6.043  0.03
H 0.450 -7.070 0.063  0.07
H -3.459 -0.508 1.443  0.11
H -1.910 -5.681 -5.758  0.04
H -1.172 -5.622 5.570  0.06
H 5.373 -3.901 -5.273  0.05
H -3.201 -2.764 -10.930  0.05
H 1.810 2.244 -0.654  0.15
H -1.357 -0.830 2.734  0.11
H -0.062 7.386 -3.427  0.06
H -0.812 5.786 -3.594  0.03
H 3.806 -6.170 1.856  0.09
H -0.047 -4.031 -1.730  0.11
H 10.253 -5.906 -4.018  0.05
H -2.200 -4.228 -10.863  0.06
H 1.224 4.425 4.648  0.07
H -0.850 0.109 4.186  0.13
H 2.822 -3.347 -1.838  0.06
H -1.171 -1.885 -1.463  0.01
H 0.363 9.034 3.141  0.06
H -0.732 5.992 4.975  -0.01
H 4.049 3.306 3.132  0.05
H 2.200 3.065 5.344  0.01
H -1.533 3.358 2.590  0.14
H 5.358 1.695 8.306  0.06
H -1.046 -0.560 -4.050  0.02
H 8.787 -4.712 -5.820  0.06
H -2.633 -0.314 -4.816  0.03
H -3.800 -0.973 3.667  0.10
H 7.414 -5.658 -5.205  -0.01
H 2.681 -4.967 2.584  0.07
H -2.329 5.974 4.105  0.01
H -0.839 -3.071 -8.966  0.04
H 0.754 -2.872 -2.879  0.05
H -1.653 7.649 -5.259  0.05
H 2.241 -2.932 -0.173  0.10
H 0.606 -6.556 1.851  0.06
H 9.064 -4.741 -3.401  0.06
H -2.671 -7.072 -4.958  0.06
H 3.847 -0.171 7.279  0.06
H 2.232 1.105 0.753  0.14
H -1.282 -8.595 -6.563  0.05
H -1.178 -0.817 -6.606  -0.04
H -3.188 -6.137 3.290  0.05
H -1.369 -2.410 0.921  0.06
H -1.418 3.320 -7.657  0.06
H -1.304 0.331 -1.343  0.09
H 0.857 3.397 2.717  0.14
H 0.412 -2.063 1.178  0.08
H -3.622 0.619 6.013  0.09
H -2.282 2.139 0.776  0.14
H 1.032 1.526 2.885  0.14
H 1.104 -0.526 -2.108  0.12
H 3.121 -4.732 -6.304  0.05
H -2.955 6.667 9.797  0.05
H 1.135 4.045 6.492  0.10
H -1.283 6.821 10.377  0.06
H -0.886 5.300 3.250  -0.05
H -5.240 3.763 -1.053  0.10
H -3.731 3.045 2.279  -0.03
H 5.397 2.433 6.692  0.05
H -1.874 4.495 10.752  0.06
H -2.403 8.423 -3.845  0.05
H 3.895 -3.254 -4.529  0.05
H -6.217 0.396 -0.083  0.10
H 5.247 4.119 2.059  0.10
H -2.370 -0.751 0.035  0.10
H -3.468 3.629 -0.680  0.08
H -2.026 8.051 4.824  0.05
H 0.060 0.161 1.203  0.14

Its net charge is +1. The value obtained for the orbital gap is 0.22004 Ha. The multiplicity is 1. The total energy comes out at -1621308.405 eV. The molecular weight is 2620.3 g/mol. The largest force on an atom comes out at 0.2050 Eh/bohr.

Here is C4H7NO2 in the gas phase at a distorted geometry from the OMol25 dataset. Energies are from ωB97M-V/def2-TZVPD.

Last column: Löwdin charge in e.
CARTESIAN COORDINATES (ANGSTROEM)
O 0.241 -0.132 1.838  0.08
O -0.430 -1.605 0.265  -0.04
N 1.701 1.064 -0.356  0.15
C -0.623 -0.795 1.323  -0.39
C -0.843 0.895 -0.496  -0.02
C 0.748 -1.166 -0.432  -0.10
C 0.656 0.357 -0.361  -0.42
H -0.869 1.911 -0.105  0.08
H -1.667 -0.784 1.638  0.15
H -0.984 0.867 -1.572  0.08
H -1.790 0.439 -0.124  0.08
H 1.539 2.058 -0.184  0.06
H 1.644 -1.594 0.031  0.14
H 0.677 -1.515 -1.466  0.13

Its SMILES is [H]/N=C(\C)COC=O. Its net charge is 0. The value obtained for the orbital gap is 0.39350 Ha. Its energy above the lowest of the compared OMol25 structures with the same formula, charge and spin is 2.313 eV. The multiplicity is 1. The total energy comes out at -9844.967 eV. The molecular weight is 101.1 g/mol. The largest force on an atom comes out at 0.0248 Eh/bohr.

Here is a molecular structure, C45H31N6O2S3W from the OMol25 dataset. Energies are from ωB97M-V/def2-TZVPD.

Last column: Löwdin charge in e.
CARTESIAN COORDINATES (ANGSTROEM)
W -0.265 -0.476 0.352  1.36
S 3.565 0.755 6.324  1.06
S -1.319 -5.086 -2.908  1.07
S -1.539 0.912 1.792  0.64
O 1.061 4.195 7.173  0.13
O 2.179 5.125 5.509  0.12
N -1.068 1.857 -5.022  0.19
N -0.455 3.691 -3.908  0.17
N 1.334 -0.358 -1.107  -0.13
N -1.625 -0.607 -0.699  -0.17
N 0.305 -2.579 0.328  -0.02
N 1.357 -0.774 1.998  0.01
C -0.074 3.061 2.637  -0.11
C 0.818 -5.294 0.554  0.08
C 0.931 -0.752 -2.380  -0.16
C -2.583 4.325 -7.340  -0.09
C -4.073 0.252 -3.274  -0.05
C -0.532 -5.710 -1.505  -0.48
C -0.548 -7.078 -1.513  -0.11
C 1.354 -4.404 1.493  -0.11
C -3.022 0.363 -2.380  -0.01
C -1.658 -6.652 -3.491  -0.39
C 0.045 -4.826 -0.491  -0.17
C -0.440 2.321 -3.977  -0.30
C 2.182 -4.818 2.592  0.01
C -2.187 5.482 -6.648  -0.09
C -0.649 1.845 3.008  -0.66
C -1.526 2.976 -5.697  -0.23
C -1.462 5.414 -5.476  -0.02
C 1.358 4.329 5.865  -0.49
C 2.810 -0.188 3.823  -0.18
C -3.455 -1.892 -1.607  -0.04
C 3.399 0.891 4.617  -0.51
C 4.242 2.320 6.439  -0.38
C -4.504 -1.990 -2.504  -0.07
C 3.855 2.100 4.174  -0.11
C 2.461 -2.507 3.275  -0.12
C 1.080 -3.043 1.338  -0.14
C 1.038 0.957 -0.765  -0.33
C 3.040 -1.521 4.085  0.06
C 1.636 -2.084 2.232  -0.14
C -1.145 4.140 -5.016  -0.19
C -2.711 -0.714 -1.553  -0.32
C -1.194 -7.618 -2.652  -0.16
C 0.495 1.896 -1.720  -0.03
C -0.181 -3.441 -0.554  -0.07
C -2.261 3.066 -6.880  -0.01
C 0.381 0.073 -3.289  -0.02
C 0.571 3.841 3.578  0.00
C 2.707 -3.913 3.443  0.01
C 0.066 2.217 5.275  -0.02
C 0.167 1.463 -2.958  -0.17
C -0.576 1.425 4.332  -0.10
C -4.812 -0.922 -3.338  -0.07
C 1.948 0.133 2.757  -0.05
C 0.635 3.431 4.906  -0.13
C 4.343 2.921 5.223  -0.17
H -2.458 6.451 -7.046  0.10
H 1.028 4.782 3.304  0.13
H -0.123 -7.690 -0.731  0.11
H 3.338 -4.230 4.263  0.13
H -3.216 -2.714 -0.943  0.11
H 1.738 1.171 2.540  0.11
H -2.181 -6.777 -4.424  0.08
H -5.632 -1.005 -4.038  0.11
H -2.429 1.265 -2.319  0.11
H 1.144 -1.786 -2.624  0.11
H -0.152 3.393 1.609  0.10
H -4.309 1.081 -3.927  0.11
H 4.520 2.721 7.400  0.08
H 4.728 3.918 5.081  0.12
H -2.558 2.172 -7.411  0.11
H -1.159 6.308 -4.948  0.11
H -0.789 -3.015 -1.342  0.08
H 1.657 1.352 0.043  0.09
H 0.133 -0.274 -4.281  0.11
H -1.309 -8.675 -2.838  0.11
H 0.299 3.618 7.297  0.10
H 0.348 2.920 -1.402  0.11
H 1.029 -6.351 0.653  0.13
H 3.855 2.392 3.132  0.12
H -1.019 0.481 4.621  0.11
H -5.086 -2.900 -2.551  0.11
H -3.149 4.431 -8.256  0.10
H 0.139 1.855 6.294  0.12
H 3.697 -1.812 4.897  0.13
H 2.382 -5.874 2.717  0.13
H 0.033 4.261 -3.241  0.15

Its net charge is +1. The value obtained for the orbital gap is 0.20575 Ha. Its energy above the lowest of the compared OMol25 structures with the same formula, charge and spin is 0.181 eV. The multiplicity is 1. The total energy comes out at -94532.828 eV. The molecular weight is 967.8 g/mol. The largest force on an atom comes out at 0.0181 Eh/bohr.

Here is 3 unconnected molecules or ions with the total composition C4H15N2O2 at a distorted geometry from the OMol25 dataset. Energies are from ωB97M-V/def2-TZVPD.

Last column: Löwdin charge in e.
CARTESIAN COORDINATES (ANGSTROEM)
O 0.309 -1.463 -2.636  -0.23
O 2.579 -1.227 1.743  -0.17
N -1.686 2.376 -1.485  0.02
N 0.554 -1.149 -0.091  0.09
C -1.674 1.716 -0.281  -0.24
C -0.471 0.494 1.518  -0.25
C -0.523 1.445 0.382  -0.22
C -0.369 -0.974 1.108  -0.21
H -2.648 1.354 0.105  0.13
H 1.478 -1.435 0.255  0.06
H -1.400 0.662 2.096  0.11
H -1.351 -1.229 0.691  0.10
H -2.516 2.265 -2.137  0.12
H 0.429 0.810 2.144  0.12
H -1.000 3.088 -1.513  0.07
H -0.222 -1.776 1.896  0.13
H 0.498 -0.168 -0.465  0.07
H 0.171 -1.672 -0.895  0.08
H 0.968 -0.722 -2.863  0.01
H 3.184 -0.488 1.992  0.05
H 3.235 -1.912 1.567  0.03
H 0.471 1.927 0.289  0.09
H -0.015 -1.921 -3.420  0.02

Its net charge is 0. The value obtained for the orbital gap (alpha / beta) is 0.12034 / 0.32556 Ha. The expectation value of S² is 0.751. Its energy above the lowest of the compared OMol25 structures with the same formula, charge and spin is 2.446 eV. The multiplicity is 2. The total energy comes out at -11461.962 eV. The molecular weight is 123.2 g/mol. The largest force on an atom comes out at 0.0499 Eh/bohr.